# 1
A molecular structure, C27H26F16N7SSbTa. Source: the Open Molecules 2025 dataset; level of theory: ωB97M-V with the def2-TZVPD basis set.

Structure (XYZ):
```
79
Properties=species:S:1:pos:R:3:forces:R:3:lowdin_spin:R:1
Ta 0.5307 0.2962 0.1948 -0.73 0.43 -0.02 0.001
C -2.2425 1.2762 1.4615 0.00 0.04 0.00 0.000
N -0.7812 1.5137 1.6838 -0.02 -0.22 0.26 -0.001
C -0.4578 1.0571 3.0527 0.12 -0.30 -0.14 0.001
C -0.5687 -0.4678 3.0102 -0.09 0.39 -0.21 0.000
N -0.2046 -0.9146 1.6300 0.24 -0.12 0.53 -0.001
C -0.5128 -2.3038 1.4862 -0.08 -0.09 -0.09 0.000
C -1.8206 -2.7704 1.6591 -0.01 -0.10 -0.07 0.000
F -2.8205 -1.9172 1.9189 0.03 -0.02 0.02 0.000
C -2.1636 -4.1050 1.5170 0.09 0.00 -0.05 0.000
F -3.4243 -4.4759 1.6754 0.04 -0.01 0.00 0.000
C -1.1969 -5.0381 1.1645 -0.01 0.11 0.02 0.000
F -1.5155 -6.3054 1.0017 0.00 0.04 0.01 0.000
C 0.1033 -4.6059 0.9525 -0.04 0.04 0.03 0.000
F 1.0389 -5.4612 0.5722 0.00 0.01 0.00 0.000
C 0.4226 -3.2672 1.1155 0.05 -0.01 -0.07 0.000
F 1.6807 -2.8969 0.8215 -0.19 -0.13 -0.01 0.001
C -0.5167 2.9453 1.4879 0.02 -0.13 -0.21 0.003
C -0.7202 3.1670 0.0013 -0.16 -0.20 0.35 0.001
N -0.2622 1.9496 -0.7326 0.02 0.39 0.05 -0.001
C -0.4639 2.1291 -2.1353 0.17 -0.19 -0.23 0.000
C -1.2170 3.1249 -2.7801 0.05 -0.07 -0.12 0.000
F -1.8693 4.0991 -2.1395 -0.01 0.00 -0.06 0.000
C -1.3421 3.1574 -4.1662 0.05 -0.06 -0.04 0.000
F -2.0605 4.1201 -4.7145 0.00 -0.02 0.01 0.000
C -0.7483 2.2042 -4.9788 -0.03 0.04 0.03 0.000
F -0.8959 2.2483 -6.2870 0.01 -0.01 0.06 0.000
C -0.0037 1.2010 -4.3796 0.00 0.05 0.10 0.000
F 0.5837 0.2511 -5.0894 -0.02 0.03 0.00 0.000
C 0.1142 1.2116 -3.0078 0.03 0.03 0.16 0.000
F 0.8625 0.2414 -2.4273 -0.17 0.19 -0.03 0.000
H -2.7937 1.8269 2.2267 -0.01 0.01 -0.03 0.000
H -2.4675 0.2229 1.5241 -0.01 -0.06 0.04 0.000
H -2.5367 1.6177 0.4769 0.00 -0.03 -0.02 0.000
H -1.1377 1.5062 3.7791 -0.06 -0.08 -0.03 0.000
H 0.5506 1.3851 3.2870 0.00 0.00 0.07 0.002
H -1.5864 -0.7852 3.2374 0.12 0.06 0.03 0.000
H 0.0833 -0.9388 3.7460 0.10 0.03 -0.02 0.000
H 0.4953 3.1527 1.8202 -0.14 0.01 0.00 0.003
H -1.1960 3.5517 2.0908 -0.06 0.00 -0.06 0.000
H -0.1774 4.0406 -0.3600 -0.01 -0.01 0.04 0.000
H -1.7721 3.3527 -0.1978 0.08 -0.03 0.06 0.000
C -4.8435 -2.6939 -1.7689 -0.04 -0.02 0.00 0.000
C -4.0902 -1.3691 -1.6929 -0.03 0.07 0.04 0.000
C -2.6132 -1.5429 -1.6076 0.03 -0.02 0.11 0.000
N -1.8420 -0.8714 -0.8349 0.02 0.11 -0.10 0.000
N -0.5088 -1.2138 -0.9673 -0.09 -0.08 -0.29 0.000
C -0.3021 -2.1943 -1.8461 0.11 -0.08 0.01 0.000
N 0.8721 -2.7371 -2.1314 0.02 0.06 0.06 0.000
S -1.7710 -2.7367 -2.5686 0.06 0.02 0.03 0.000
H -5.9132 -2.5086 -1.8278 -0.02 0.00 0.01 0.000
H -4.6552 -3.3097 -0.8891 0.01 0.00 0.01 0.000
H -4.5687 -3.2667 -2.6563 0.01 0.00 -0.02 0.000
H -4.3877 -0.7949 -0.8143 -0.02 0.00 -0.02 0.000
H -4.3092 -0.7516 -2.5687 -0.01 -0.04 -0.01 0.000
H 1.7143 -2.4098 -1.6822 -0.02 -0.04 -0.03 0.000
H 0.9556 -3.4490 -2.8390 0.02 0.02 0.00 0.000
F 2.1733 -0.7418 -0.5379 -0.10 -0.29 0.13 0.000
Sb 3.9276 0.1022 -1.4943 0.17 0.55 -0.06 0.000
F 4.5470 0.3464 0.2654 -0.20 -0.02 -0.28 0.007
F 2.6197 1.5128 -1.1999 0.67 -0.28 -0.21 0.001
F 4.5859 -1.6451 -1.4336 -0.20 0.30 0.02 0.000
F 3.1919 -0.2888 -3.1689 0.02 0.03 0.39 0.000
F 5.2241 1.2289 -2.1941 -0.19 -0.32 0.14 0.000
C 2.8380 -1.1240 2.7080 -0.03 -0.01 -0.01 0.051
C 2.8580 0.3286 2.4637 -0.04 -0.01 0.07 0.292
C 3.7785 1.1654 3.1486 -0.01 0.26 -0.08 0.109
C 3.6793 2.4038 2.5967 0.07 -0.22 0.11 0.107
C 2.7025 2.3255 1.5685 -0.12 0.03 0.05 0.288
C 2.4465 3.5026 0.7083 0.06 -0.10 -0.26 0.050
N 2.1361 1.0589 1.5305 0.28 0.08 -0.21 0.020
H 3.2552 -1.3203 3.6937 0.01 -0.02 0.00 0.003
H 3.4906 -1.6110 1.9754 -0.01 0.01 -0.01 0.023
H 1.8614 -1.5787 2.6269 -0.04 0.03 0.01 0.006
H 4.4425 0.8257 3.9257 0.02 0.00 0.03 0.001
H 4.2391 3.2941 2.8320 0.03 0.02 0.01 0.001
H 3.3594 3.7050 0.1399 0.00 0.01 0.02 0.018
H 2.2774 4.3743 1.3454 0.00 0.03 -0.04 0.013
H 1.6393 3.3888 -0.0041 0.19 -0.06 0.02 0.000
```
Positions in Å, forces in eV/Å.

## Properties
Net charge: +2
2S+1: 2
Energy relative to the best compared isomer or geometry (same formula, charge and spin): 0.00 kcal/mol
Orbital gap (alpha / beta): 7.1 / 6.5 eV
LUMO energy (alpha / beta): -0.265 / -0.288 Eh
<S²>: 0.7610
E: -101244.3926 eV
F_max: 0.8 eV Å⁻¹

***

# 2
A molecular structure, C27H26N3O6S3TeV at a distorted geometry. Source: the Open Molecules 2025 dataset; level of theory: ωB97M-V with the def2-TZVPD basis set.

Structure (XYZ):
```
67
Properties=species:S:1:pos:R:3:forces:R:3:lowdin_spin:R:1
V -0.4782 2.0318 -1.1895 0.64 -0.72 0.47 2.594
C -3.5917 -4.4708 2.8572 0.06 0.04 0.03 0.000
C -3.2798 -3.1350 2.2472 -0.03 -0.01 -0.04 0.000
C -3.3580 -2.9429 0.8727 -0.13 0.19 0.08 0.000
C -3.0292 -1.7214 0.3050 -0.39 0.02 0.00 0.000
C -2.6194 -0.6747 1.1148 0.16 0.36 -0.45 0.003
C -2.5478 -0.8453 2.4831 -0.04 0.07 0.14 0.001
C -2.8804 -2.0694 3.0470 -0.02 0.13 -0.09 0.000
S -1.9845 0.8416 0.3496 -2.18 -0.83 1.28 0.029
O -2.7222 1.9536 0.9107 -0.22 -0.20 0.18 0.028
O -0.5519 0.8589 0.6867 0.06 0.12 0.05 0.043
N -2.0798 0.6958 -1.2117 0.00 -0.45 1.09 0.033
C -3.2316 1.2943 -1.8264 -0.74 0.42 -0.42 0.006
C -2.7673 2.4744 -2.6993 -1.51 -0.55 -0.30 0.011
O -3.4861 2.9540 -3.5571 0.04 -0.03 0.01 0.008
O -1.6019 2.8929 -2.3770 -0.71 0.88 -1.32 0.028
H -3.9968 -5.1576 2.1180 -0.02 -0.05 -0.06 0.000
H -4.3105 -4.3811 3.6707 -0.05 0.03 0.06 0.000
H -2.6776 -4.9055 3.2600 -0.01 -0.08 0.03 0.000
H -3.6734 -3.7584 0.2373 -0.02 -0.09 -0.06 0.000
H -3.1074 -1.5719 -0.7631 0.14 0.00 0.02 0.000
H -2.2188 -0.0160 3.0918 0.03 0.05 0.17 0.000
H -2.8204 -2.2006 4.1186 0.02 -0.01 0.11 0.000
H -3.9094 1.7230 -1.0686 0.00 -0.10 -0.35 0.000
H -3.7914 0.5755 -2.4392 0.11 0.17 0.09 0.000
O 3.0108 -0.1931 0.2730 0.12 0.09 0.13 0.000
C 3.9727 0.6620 -0.1043 -0.03 0.27 -0.13 0.000
C 5.2978 0.3695 0.2114 0.02 -0.07 0.03 0.000
C 6.3088 1.2348 -0.1551 -0.07 -0.07 0.04 -0.001
C 6.0206 2.4094 -0.8365 0.11 0.19 -0.09 0.000
C 4.7110 2.7113 -1.1504 -0.10 -0.19 0.09 -0.001
C 3.6744 1.8508 -0.7913 0.20 -0.31 0.13 0.000
C 2.2809 2.1989 -1.0898 -0.86 1.16 -0.50 0.006
O 1.3139 1.3465 -0.9893 2.10 -1.15 0.33 0.034
N 2.0030 3.4192 -1.4602 1.72 -0.19 0.40 0.014
N 0.6606 3.5717 -1.6386 0.10 2.27 -0.54 -0.008
C 0.3917 4.7172 -2.1894 0.61 -0.51 0.06 0.083
S 1.7714 5.7550 -2.5441 -0.19 0.47 -0.33 0.028
C 0.7947 6.9223 -3.5661 0.25 -0.39 0.28 0.002
C -0.5883 6.9930 -2.9738 -0.16 -0.58 0.24 0.005
S -1.1720 5.2511 -2.7054 -0.05 1.25 -0.32 0.036
H 2.1545 0.1705 -0.0666 0.11 -0.18 -0.08 0.001
H 5.5104 -0.5413 0.7508 -0.01 -0.10 0.03 0.000
H 7.3314 0.9896 0.0921 0.11 -0.02 0.04 0.000
H 6.8164 3.0876 -1.1133 0.02 0.01 -0.04 0.000
H 4.4482 3.6133 -1.6778 0.00 0.15 -0.06 0.000
H 0.7676 6.5251 -4.5817 -0.03 0.13 -0.02 0.000
H 1.3023 7.8851 -3.5499 0.05 0.04 -0.05 0.000
H -1.2926 7.4693 -3.6521 -0.14 0.00 -0.01 0.000
H -0.5828 7.5175 -2.0188 0.01 0.08 0.00 0.001
C 0.4135 -3.6362 -0.7570 -0.07 0.53 -0.31 0.002
Te 0.0607 -1.4435 -0.6991 0.93 -2.44 0.10 0.010
C 0.5566 -1.7933 1.3814 0.16 0.45 -0.18 0.001
C 0.3299 -3.2330 1.6823 -0.02 -0.14 -0.10 0.000
C 0.2493 -3.6813 2.9922 0.00 -0.06 0.09 0.000
C -0.0117 -5.0124 3.2661 0.04 -0.02 0.13 0.000
C -0.2182 -5.8973 2.2215 0.02 -0.18 0.01 0.000
C -0.1080 -5.4610 0.9123 0.00 -0.09 -0.02 0.000
C 0.1983 -4.1374 0.6293 -0.12 0.14 0.30 0.000
H 1.4370 -3.8464 -1.0576 0.16 0.11 -0.10 0.000
H -0.2428 -4.1414 -1.4605 -0.13 0.07 -0.14 0.000
H -0.0702 -1.1589 2.0054 0.06 0.00 -0.10 0.000
H 1.5976 -1.5170 1.5537 -0.03 0.04 -0.07 0.000
H 0.3927 -2.9788 3.8020 -0.03 0.08 0.07 0.000
H -0.0625 -5.3559 4.2911 -0.04 -0.01 0.05 0.000
H -0.4570 -6.9311 2.4289 -0.01 -0.09 0.00 0.000
H -0.2576 -6.1564 0.0970 0.01 -0.07 -0.07 0.000
```
Positions in Å, forces in eV/Å.

## Properties
Net charge: -1
2S+1: 4
Orbital gap (alpha / beta): 6.1 / 6.9 eV
LUMO energy (alpha / beta): 0.087 / 0.087 Eh
<S²>: 3.7691
E: -110665.2694 eV
F_max: 2.7 eV Å⁻¹